# 1
The following is a quantum chemistry calculation of C21H57F3Hg2N3O26S4Zn as an isolated structure, from the Open Molecules 2025 dataset.

## Properties
**Energy**: -188667.037 eV
**HOMO energy**: -6.4 eV
**Energy relative to the best compared isomer or geometry (same formula, charge and spin)**: 2.555 eV
**Total charge**: -1
**Largest force on an atom**: 2.66 eV/A
**Kohn-Sham gap**: 5.9 eV

Positions of all 117 atoms, in Å:
Hg  -3.2995  -4.0865  0.0459
Hg  -3.9185  -0.0213  -3.4782
Zn  -0.0275  -3.3067  -3.6092
S  -1.6010  -2.0429  -5.2100
O  -1.8166  -2.5536  -6.5387
O  -0.1274  -1.8150  -4.9924
O  -2.4467  -0.8538  -4.8997
O  -1.9034  -3.0108  -4.0876
S  -5.2501  -2.2601  -2.2607
O  -6.6639  -2.5165  -2.1694
O  -4.7490  -2.0859  -3.6490
O  -4.9568  -0.9187  -1.5840
O  -4.5048  -3.3727  -1.6049
S  -1.1843  -5.5556  -1.5882
O  -0.5926  -6.8732  -1.7327
O  -2.4857  -5.4101  -2.2510
O  -1.4821  -5.3009  -0.1101
O  -0.2212  -4.5189  -2.1015
C  -0.3671  -0.1369  -0.2290
F  0.3139  -0.8753  0.6646
F  -1.2584  0.5825  0.4700
F  0.4457  0.6797  -0.8727
S  -1.2324  -1.2603  -1.4071
O  -1.8436  -2.2918  -0.6270
O  -2.1738  -0.3714  -2.0419
O  -0.1699  -1.7008  -2.2609
C  1.4783  1.3886  -4.1176
C  2.2506  2.6533  -3.9178
O  3.4315  2.6428  -4.6860
O  0.1201  1.4963  -3.7004
H  1.9860  0.4879  -3.7603
H  1.4638  1.2191  -5.2067
H  2.4131  2.8067  -2.8408
H  1.6594  3.5276  -4.2218
H  3.9996  3.3622  -4.4026
H  -0.0300  0.6381  -3.2880
C  -6.5279  0.1847  1.0578
C  -5.1496  0.1718  1.6383
O  -4.3558  -0.9158  1.0838
O  -6.5558  0.7552  -0.2361
H  -7.1889  0.7796  1.6922
H  -6.9427  -0.8218  0.9481
H  -5.1289  -0.1329  2.6929
H  -4.5836  1.1071  1.5815
H  -4.3890  -0.8901  0.1116
H  -5.9169  0.3026  -0.8111
C  0.6172  2.3643  3.1551
C  1.4021  3.1231  4.1852
O  2.8033  3.2051  3.8434
O  0.8871  0.9786  3.3256
H  0.8522  2.6519  2.1249
H  -0.4455  2.5894  3.3194
H  1.3771  2.5822  5.1324
H  1.0706  4.1600  4.1918
H  3.0616  2.4283  3.3278
H  0.2113  0.3991  2.9108
C  3.4967  -0.3546  1.3009
C  3.7520  -1.8165  1.6499
O  4.5857  -2.4586  0.6494
O  3.3888  0.4535  2.4585
H  2.6078  -0.3221  0.6543
H  4.3037  0.0562  0.6912
H  2.8381  -2.3940  1.7801
H  4.3815  -1.8137  2.5432
H  5.4198  -2.6695  1.0708
H  2.4294  0.5261  2.6550
C  3.9781  -4.0518  -2.1658
C  2.7280  -3.1853  -2.1453
C  3.0037  -1.8153  -1.5751
O  3.8593  -1.1225  -2.4741
C  4.2462  0.1374  -1.9779
N  2.1099  -3.0627  -3.5287
H  4.3343  -4.2214  -1.1478
H  4.7743  -3.7368  -2.8429
H  3.7481  -5.0609  -2.5400
H  1.9565  -3.6778  -1.5467
H  3.4613  -1.9337  -0.5847
H  2.0798  -1.2376  -1.4603
H  4.6702  0.7011  -2.8087
H  5.0448  0.0834  -1.2230
H  3.3874  0.6441  -1.5203
H  2.6492  -2.3502  -4.0181
H  2.3882  -3.9612  -3.9264
C  -0.3072  7.5719  2.3132
C  0.9163  7.0991  1.5454
C  0.8995  5.5725  1.4675
O  1.9353  5.1099  0.6284
C  1.5802  4.0104  -0.1368
N  0.8424  7.7346  0.1993
H  -0.4997  6.9296  3.1744
H  -1.1921  7.6679  1.6810
H  -0.1645  8.6003  2.6531
H  1.8427  7.4417  2.0122
H  -0.0922  5.2992  1.0771
H  1.0074  5.1546  2.4778
H  0.5890  4.0651  -0.6076
H  1.6826  3.0501  0.3815
H  2.2033  3.9268  -1.0324
H  0.0956  7.2111  -0.2648
H  1.6615  7.4866  -0.3510
C  -1.7423  -4.1778  4.2083
C  -1.8936  -2.9622  3.3055
C  -0.9212  -1.8657  3.6634
O  -1.1650  -0.6822  2.8891
C  -2.2378  0.0875  3.3643
N  -1.6958  -3.3988  1.9014
H  -0.8166  -4.7409  4.0974
H  -2.5821  -4.8521  4.0219
H  -1.8541  -3.8984  5.2603
H  -2.9294  -2.6198  3.3402
H  0.1230  -2.1280  3.5061
H  -1.1430  -1.5731  4.6993
H  -2.0216  0.5804  4.3243
H  -3.1947  -0.4301  3.4356
H  -2.3796  0.9019  2.6498
H  -1.1787  -4.2636  1.7990
H  -1.3434  -2.6320  1.3407

***

# 2
The following is a quantum chemistry calculation of C21H58B3I3O12 as an isolated structure, from the Open Molecules 2025 dataset.

## Properties
**Energy**: -73624.171 eV
**HOMO energy**: -9.0 eV
**Largest force on an atom**: 0.66 eV/A
**Kohn-Sham gap**: 9.0 eV

Positions of all 97 atoms, in Å:
C  -1.3258  4.0320  -0.9000
C  -1.9840  3.3180  0.2556
I  -3.3263  4.5153  1.2715
C  -1.7619  2.0363  0.5365
I  -2.6362  0.9315  2.0563
B  -0.8810  1.1417  -0.3729
O  0.5042  1.1694  -0.3616
B  1.1491  1.0198  -1.5721
O  0.5398  0.2440  -2.5487
B  -0.8187  0.0388  -2.4623
I  -1.9186  -0.6043  -4.1606
O  -1.4894  0.2992  -1.2997
H  -0.4657  3.4674  -1.2747
H  -2.0455  4.1743  -1.7086
H  -0.9662  5.0162  -0.5968
H  2.1599  1.5957  -1.7972
C  3.3838  0.5169  2.0189
C  3.1430  -0.8858  1.5075
O  1.9484  -1.4392  2.0597
H  3.4509  0.5034  3.1078
H  4.3046  0.9436  1.6192
H  2.5511  1.1689  1.7433
H  3.9435  -1.5578  1.8190
H  3.0946  -0.9105  0.4132
H  1.2076  -0.8787  1.8010
C  3.2468  -2.9909  4.7413
C  4.7349  -3.1409  4.5123
O  5.3694  -4.0005  5.4541
H  3.0505  -2.6319  5.7527
H  2.8254  -2.2842  4.0269
H  2.7286  -3.9447  4.6150
H  5.2409  -2.1816  4.6317
H  4.9354  -3.4880  3.4911
H  4.9680  -4.8722  5.3843
C  3.8329  4.2288  3.4702
C  2.7830  4.6833  2.4747
O  1.7086  5.3787  3.0982
H  3.3721  3.5843  4.2197
H  4.6334  3.6704  2.9832
H  4.2784  5.0763  3.9962
H  2.3214  3.8189  1.9951
H  3.2310  5.2979  1.6859
H  2.0619  6.1824  3.4918
C  -2.9277  0.2701  -8.9745
C  -2.3478  1.5821  -8.4843
O  -2.8104  1.9311  -7.1856
H  -4.0171  0.3135  -8.9803
H  -2.5814  0.0466  -9.9848
H  -2.6205  -0.5553  -8.3272
H  -2.6586  2.4044  -9.1292
H  -1.2529  1.5448  -8.5040
H  -2.5486  1.2323  -6.5773
C  0.6304  -5.7231  1.9480
C  -0.4980  -4.7248  2.1283
O  -0.1041  -3.5920  2.8851
H  1.0044  -6.0510  2.9186
H  0.2914  -6.5985  1.3912
H  1.4592  -5.2724  1.3964
H  -1.3213  -5.1756  2.6837
H  -0.8917  -4.4211  1.1506
H  0.6147  -3.1472  2.4183
C  1.4132  -3.5122  -3.9094
C  0.2821  -4.4836  -4.1847
O  0.5824  -5.3835  -5.2439
H  1.6529  -2.9452  -4.8094
H  1.1441  -2.8087  -3.1191
H  2.3133  -4.0455  -3.5926
H  -0.6101  -3.9477  -4.5092
H  0.0226  -5.0364  -3.2747
H  1.3610  -5.8928  -4.9989
C  -5.9284  2.0892  -3.4412
C  -4.7080  2.8885  -3.8418
O  -3.8301  3.0726  -2.7265
H  -6.4492  2.5820  -2.6195
H  -6.6205  1.9733  -4.2770
H  -5.6445  1.0928  -3.0962
H  -4.9760  3.8947  -4.1631
H  -4.1779  2.4075  -4.6712
H  -3.5955  2.1934  -2.4049
C  5.9406  -0.0339  7.1122
C  6.2270  0.4195  5.6951
O  6.2759  1.8353  5.5579
H  5.0001  0.3907  7.4643
H  5.8752  -1.1224  7.1612
H  6.7359  0.2855  7.7901
H  5.4244  0.1016  5.0279
H  7.1564  -0.0328  5.3312
H  6.9806  2.1695  6.1214
C  -8.6289  1.3072  -0.1241
C  -7.9943  -0.0395  -0.4110
O  -6.6267  0.0704  -0.7843
H  -8.5462  1.9607  -0.9930
H  -9.6847  1.1916  0.1260
H  -8.1365  1.7965  0.7198
H  -8.4833  -0.5209  -1.2584
H  -8.1049  -0.7041  0.4529
H  -6.1457  0.4802  -0.0577

***

Question: The highest Kohn-Sham gap belongs to which entry?
Answer: C21H58B3I3O12

***

Question: What is the HOMO energy in the second record?
Answer: -9.0 eV

***

Question: Look up the Kohn-Sham gap of the second one.
Answer: 9.0 eV

***

Question: HOMO energy of number 2 (C21H58B3I3O12)?
Answer: -9.0 eV